No. 1
Here is C5H6BrN3O2 in the gas phase in a non-equilibrium geometry from the OMol25 dataset. Energies are from wB97M-V/def2-TZVPD.

Each line ends with the Löwdin charge.
Atoms and positions in Å:
C: -3.2006 0.0202 3.0521  -0.6297
C: 0.3345 0.8210 -0.5308  -0.4396
C: -1.7887 -0.0496 3.3647  -0.5089
C: -1.5943 0.0184 0.7947  -0.1589
C: 1.0313 0.5675 -1.8161  -0.0005
N: -3.4920 -0.6272 1.8601  0.1068
N: -2.6542 -0.6686 0.8888  0.0137
N: -0.6794 -0.2050 -0.2641  0.1340
O: -4.0559 0.4277 3.8093  0.0449
O: 0.3506 1.6921 0.3113  0.0880
Br: -1.1106 0.9850 4.7509  0.8016
H: -1.0791 -0.7733 2.9566  0.0655
H: -1.4645 0.7917 1.5025  0.0990
H: 0.6379 1.2870 -2.6420  0.1379
H: 2.0317 0.7359 -1.6450  0.0516
H: 0.9867 -0.3819 -2.3847  0.0945
H: -0.7175 -1.0226 -0.7731  0.1001

Values from the calculation:
- spin multiplicity = 1
- orbital gap (spin up / spin down) (eV) = 7.12 / 7.33
- calculated total energy (eV) = -83885.478

***

No. 2
Here is C20H23N3O in the gas phase in a non-equilibrium geometry from the OMol25 dataset. Energies are from wB97M-V/def2-TZVPD.

Each line ends with the Löwdin charge.
Atoms and positions in Å:
O: -2.4040 5.4363 0.3920  0.0216
C: -0.2030 -0.0375 -0.8215  -0.1463
C: 0.3447 -1.1996 -0.6916  -0.1582
C: -2.9243 2.0554 1.7988  -0.0591
C: -3.0742 3.4292 1.4222  -0.0307
C: -1.9813 -2.0892 -3.2551  -0.0130
C: -1.7403 -3.4762 -3.4210  -0.0312
C: 0.0059 -3.3622 -1.8527  0.0033
C: -1.7339 1.3842 1.4867  -0.0315
C: -1.0710 3.3618 0.2128  0.0184
C: -2.1701 4.1219 0.6341  -0.3577
C: -0.2247 -2.0680 -1.7081  -0.1541
C: -1.2202 -1.4021 -2.3733  -0.2171
C: -0.7212 -4.1780 -2.7516  -0.2521
C: -0.8012 2.0085 0.5892  -0.1611
N: -1.1986 -0.1629 -1.7789  0.1438
N: 3.8759 1.4242 3.1620  -0.0396
N: 1.3890 0.7710 1.1616  -0.1049
C: -0.4895 -5.6423 -2.7567  -0.0531
C: 0.3878 1.1362 0.0232  -0.1140
C: 1.4132 -1.6099 0.2176  -0.1247
C: 2.1682 -0.4590 0.8788  -0.1695
C: 2.4880 1.6908 3.0987  -0.2867
C: 2.2034 1.8764 1.6159  -0.2312
H: -2.5564 5.9886 1.2140  0.1456
H: -3.5314 1.6668 2.5701  0.0817
H: -3.9107 3.9511 1.9157  0.1158
H: -2.7074 -1.4964 -3.7946  0.1085
H: -2.5470 -3.9727 -3.9048  0.0935
H: 0.7060 -3.8168 -1.1233  0.1282
H: -1.2789 0.4069 1.7748  0.1257
H: -0.3915 3.9817 -0.3742  0.1149
H: -1.7632 0.5680 -2.1480  0.1486
H: 4.1062 0.7312 2.4524  0.0520
H: 4.3682 2.2814 2.8613  0.0800
H: -0.0515 -5.9492 -1.8228  0.0754
H: -1.4266 -6.1441 -3.0024  0.0829
H: 0.1332 -5.9169 -3.5592  0.0618
H: 0.9143 1.8965 -0.7256  0.1685
H: 2.0092 -2.2828 -0.3260  0.0986
H: 0.9630 -2.1738 1.0399  0.1298
H: 2.6386 -0.9053 1.7879  0.1218
H: 3.0537 -0.2326 0.1804  0.1381
H: 1.9708 0.8429 3.4934  0.0956
H: 2.2212 2.6598 3.7357  0.1510
H: 3.0689 2.0483 0.9839  0.1113
H: 1.6927 2.8586 1.4884  0.1197

Values from the calculation:
- spin multiplicity = 1
- orbital gap (eV) = 8.33
- calculated total energy (eV) = -27627.994
- SMILES = Cc1ccc2[nH]c3c(c2c1)CCN(CCN)[C@@H]3c1cccc(O)c1

***

No. 3
Here is a molecular structure, C25H45N2OP3SeW in a non-equilibrium geometry from the OMol25 dataset. Energies are from wB97M-V/def2-TZVPD.

Each line ends with the Löwdin charge.
Atoms and positions in Å:
W: 0.2514 0.0385 -0.1679  0.7109
P: -0.7110 -0.0082 -2.3843  0.6641
P: -0.6777 2.3198 0.2179  0.7111
P: 0.6900 -2.3568 -0.0120  0.6872
H: -1.7420 0.3896 1.8246  0.0509
C: -0.9594 -0.3427 1.6125  -0.2797
C: 0.4277 0.0106 1.9693  -0.3741
H: 0.6273 0.9918 2.3954  0.0327
C: -2.4721 -0.4409 -2.3909  -0.2138
C: -0.6103 1.5300 -3.3492  -0.2293
C: 0.1375 -1.1628 -3.5128  -0.2261
C: -0.6104 3.0383 1.9086  -0.2104
C: 0.1376 3.6672 -0.7052  -0.2221
C: -2.4505 2.5320 -0.2038  -0.2231
C: 1.0695 -3.1227 1.6071  -0.2026
C: 2.1006 -2.9008 -1.0312  -0.2220
C: -0.7258 -3.3234 -0.5915  -0.2629
H: -1.2614 -1.3847 1.7385  0.0571
H: 1.0738 -0.7722 2.3567  0.0346
H: -2.8852 -0.3443 -3.4036  0.0894
H: -3.0511 0.1868 -1.7072  0.0496
H: -2.5847 -1.4718 -2.0492  0.0085
H: -0.8950 1.3259 -4.3894  0.0832
H: 0.4187 1.9019 -3.3362  0.0586
H: -1.2744 2.3000 -2.9494  0.0408
H: -0.2119 -0.9945 -4.5393  0.0807
H: -0.0311 -2.2108 -3.2557  0.0373
H: 1.2149 -0.9691 -3.4864  0.0596
H: -1.1343 4.0067 1.9012  0.0832
H: 0.4312 3.2106 2.2126  0.0590
H: -1.0919 2.3843 2.6462  0.0648
H: -0.4656 4.5810 -0.5929  0.0874
H: 0.2436 3.4320 -1.7693  0.0312
H: 1.1340 3.8421 -0.2781  0.0172
H: -2.7787 3.5139 0.1663  0.0779
H: -3.0564 1.7545 0.2772  0.0551
H: -2.6137 2.4884 -1.2866  0.0372
H: 1.1695 -4.2092 1.4554  0.0832
H: 0.2659 -2.9266 2.3301  0.0656
H: 2.0198 -2.7211 1.9873  0.0699
H: 2.1940 -3.9918 -0.9212  0.0839
H: 3.0147 -2.4118 -0.6680  0.0453
H: 1.9516 -2.6485 -2.0878  0.0392
H: -0.5159 -4.3856 -0.4076  0.0754
H: -0.9275 -3.1853 -1.6601  0.0275
H: -1.6239 -3.0300 -0.0355  0.0491
C: -4.0582 -4.2553 -1.7208  -0.1938
C: -5.3837 -4.3776 -2.1861  0.0680
C: -6.2969 -5.0388 -1.3687  0.0384
C: -5.8911 -5.5445 -0.1216  0.0663
C: -4.5458 -5.5116 0.2608  0.0297
C: -3.5966 -4.9640 -0.6047  0.0488
O: -3.1817 -3.3740 -2.3160  0.0621
H: -3.6567 -2.8003 -2.9624  0.1416
H: -5.6607 -3.9506 -3.1530  0.1520
H: -7.3272 -5.1560 -1.7028  0.1498
H: -6.6307 -5.9957 0.5445  0.1567
H: -4.2174 -5.9232 1.2240  0.1482
H: -2.5285 -5.0405 -0.4155  0.1087
C: 4.0164 0.8121 2.6210  0.0221
N: 3.8401 2.0388 1.8477  -0.0482
C: 3.2151 2.1324 0.6537  -0.4964
Se: 2.5375 0.6119 -0.4024  0.8366
N: 3.3011 3.4382 0.2860  0.1274
C: 3.9922 4.1829 1.2504  -0.1680
C: 4.2451 5.5418 1.3664  0.0321
C: 4.8908 5.9840 2.5359  -0.0021
C: 5.2514 5.0685 3.5466  -0.0046
C: 4.9659 3.7031 3.4127  0.0354
C: 4.3319 3.2969 2.2412  -0.1453
H: 4.8032 0.9900 3.3655  0.1110
H: 4.3140 0.0000 1.9397  0.0962
H: 3.0838 0.5439 3.1430  0.1007
H: 2.9622 3.8168 -0.5882  0.1579
H: 3.9423 6.2110 0.5659  0.1303
H: 5.1208 7.0426 2.6871  0.1365
H: 5.7490 5.4306 4.4483  0.1358
H: 5.2009 2.9566 4.1673  0.1240

Values from the calculation:
- <S²> = 2.349
- spin multiplicity = 3
- orbital gap (spin up / spin down) (eV) = 4.97 / 4.63
- calculated total energy (eV) = -126681.186
- net charge = +4

***

Relative energy (zero: lowest compared OMol25 entry of this formula, charge and spin): 413.1 488.1 0.0 (kJ/mol)